Here is a structure of composition C4H5NO2 from the OMol25 dataset. Energies are from ωB97M-V/def2-TZVPD.

Values from the calculation:
E_tot   -360.51400 Eh
F_max   0.36 eV/A
Orbital gap   8.22 eV
Highest occupied orbital energy   -7.7823 eV

Last column: Löwdin charge in e.
Element x y z (Å)
N: -2.04 -0.49 -0.19  0.2031
C: -0.78 -0.06 -0.07  -0.3626
C: 0.45 -0.77 -0.19  -0.0410
C: 1.46 0.30 0.05  -0.4904
O: 2.58 -0.28 0.38  -0.0848
C: 0.83 1.48 0.18  -0.0014
O: -0.60 1.22 0.11  0.0555
H: -2.80 0.17 -0.09  0.1262
H: -2.23 -1.47 -0.16  0.1248
H: 0.55 -1.37 -1.10  0.1369
H: 1.51 -1.20 0.53  0.2251
H: 1.06 2.47 0.54  0.1086